1.
Below is a 2-piece molecular cluster, C6H6NO3S2 overall, with properties calculated with the ωB97M-V functional and the def2-TZVPD basis.

Last column: Löwdin charge in e.
Element x y z (Å)
S -1.561 -2.189 -2.828  0.763
S 2.581 0.666 2.934  1.041
O -0.741 2.755 2.852  0.284
O -2.288 1.708 1.372  0.282
O 1.341 1.912 -1.004  0.239
N 1.196 1.188 2.442  -0.347
C -1.316 1.917 1.968  -0.356
C -0.539 -0.932 -2.061  -0.588
C 1.035 -0.356 -0.160  -0.097
C -0.020 -1.305 -0.627  -0.207
C 1.295 0.831 -0.586  -0.192
C 0.069 1.677 2.299  -0.107
H -1.388 -2.960 -1.747  -0.141
H -0.876 -1.145 -0.002  0.110
H 1.732 -0.727 0.538  0.085
H 0.323 -2.322 -0.598  0.108
H -1.039 0.017 -1.986  0.067
H 0.195 -0.734 -2.807  0.055

Properties
- HOMO level (spin up / spin down) (eV) = -11.7777 / -11.7802
- relative energy (zero: lowest compared OMol25 entry of this formula, charge and spin) (kcal per mole) = 85.3
- energy (eV) = -35608.001
- LUMO level (spin up / spin down) (hartree) = -0.3206 / -0.3200
- charge = +1

=====

2.
Below is one molecule with the formula C8H11N3S, with properties calculated with the ωB97M-V functional and the def2-TZVPD basis.

Last column: Löwdin charge in e.
Element x y z (Å)
S 4.267 -0.174 -0.576  0.608
N 0.640 -0.731 0.525  0.037
N -4.020 0.285 -1.044  0.045
N 1.859 1.318 1.001  0.088
C -3.148 1.220 -0.655  -0.151
C -2.019 1.199 0.280  0.011
C 1.640 0.192 0.329  -0.487
C -3.712 -0.951 -0.595  -0.125
C 2.446 -0.033 -1.010  -0.487
C -1.799 -0.118 0.791  -0.179
C -0.388 -0.432 1.549  -0.132
C -2.470 -1.217 0.162  -0.041
H -0.132 0.142 2.507  0.142
H -3.425 2.139 -1.054  0.071
H 4.184 -1.671 -0.110  -0.017
H 0.260 -1.416 -0.077  0.114
H -1.487 2.135 0.536  0.115
H 2.164 0.752 -1.781  0.104
H -4.221 -1.855 -0.891  0.088
H -0.709 -1.362 1.966  0.071
H 2.636 1.807 0.608  -0.002
H -2.173 -2.316 0.409  0.129
H 1.984 -0.840 -1.387  -0.003

Properties
- HOMO level (eV) = -8.8623
- relative energy (zero: lowest compared OMol25 entry of this formula, charge and spin) (kcal per mole) = 74.2
- SMILES = [H]/N=C(\CS)NCc1ccncc1
- energy (eV) = -23776.647
- LUMO level (hartree) = 0.0158
- charge = 0

=====

3.
Below is a 12-piece molecular cluster, C12H48O12 overall, with properties calculated with the ωB97M-V functional and the def2-TZVPD basis.

Last column: Löwdin charge in e.
Element x y z (Å)
O -1.516 4.286 2.701  -0.111
O 2.561 -0.935 -0.275  -0.157
O 1.546 -5.166 -0.866  -0.104
O -2.447 3.811 -2.394  -0.163
O 1.933 1.267 4.985  -0.089
O 1.463 -0.724 -4.636  -0.141
O -4.410 -2.008 1.441  -0.116
O 1.767 1.872 -3.530  -0.141
O -2.320 0.137 4.647  -0.098
O -0.498 -0.564 -0.002  -0.117
O -2.173 -2.517 -1.704  -0.120
O 2.668 -1.457 2.331  -0.111
C 1.726 -1.911 3.205  -0.171
C 2.340 2.777 -4.505  -0.117
C 3.783 -0.932 -1.034  -0.112
C -4.441 -0.938 0.551  -0.181
C -1.337 3.628 -3.366  -0.099
C -2.430 -1.282 -2.399  -0.159
C 1.036 -1.493 -3.452  -0.107
C -1.405 -0.539 3.874  -0.195
C 1.843 1.658 3.687  -0.206
C -1.735 2.961 2.350  -0.179
C 1.682 -4.301 0.277  -0.157
C -0.387 0.811 -0.173  -0.170
H 1.462 0.220 -4.461  0.009
H -0.867 2.669 -3.146  0.054
H 3.544 -1.158 -2.073  0.066
H 0.265 1.087 -1.002  0.070
H 1.261 -4.515 1.259  0.071
H -0.348 -0.319 4.026  0.044
H 1.698 -1.484 4.207  0.086
H 1.074 1.148 5.396  0.084
H 1.765 -2.217 -3.089  0.072
H 3.494 -1.752 2.722  0.115
H -2.397 2.861 1.490  0.080
H -1.251 1.422 -0.436  0.074
H 0.419 -0.790 0.168  0.043
H -3.308 -0.763 -2.014  0.053
H 1.465 2.460 -2.834  0.066
H 1.663 3.596 -4.752  0.072
H -0.640 4.460 -3.268  0.078
H -1.900 2.255 3.163  0.077
H 0.935 2.254 3.597  0.074
H 2.742 2.435 -5.458  0.088
H -1.528 -0.341 2.809  0.075
H 3.211 3.237 -4.038  0.077
H -1.888 3.657 -4.306  0.080
H 0.605 -5.354 -0.893  0.071
H -0.780 2.815 1.843  0.051
H 1.023 -0.757 -2.647  0.053
H -3.133 3.141 -2.440  0.060
H 2.725 -1.250 0.617  0.007
H 1.125 -3.395 0.038  0.058
H -1.396 -2.458 -1.144  0.047
H -4.831 -1.243 -0.420  0.079
H -4.857 -0.054 1.035  0.082
H -1.621 -0.552 -2.409  0.058
H -1.537 -1.600 4.088  0.091
H 1.854 -2.990 3.287  0.088
H -3.378 -0.847 0.330  0.059
H 0.047 -1.919 -3.616  0.066
H 4.372 -0.017 -0.970  0.077
H -5.261 -2.444 1.352  0.075
H -2.612 -1.567 -3.435  0.080
H 0.748 -1.763 2.746  0.077
H 2.736 -4.041 0.375  0.079
H -1.468 4.787 1.884  0.082
H 1.768 0.942 2.868  0.059
H 2.695 2.283 3.417  0.089
H -0.120 1.199 0.810  0.060
H 4.377 -1.773 -0.677  0.078
H -3.198 -0.004 4.285  0.088

Properties
- HOMO level (eV) = -9.8137
- relative energy (zero: lowest compared OMol25 entry of this formula, charge and spin) (kcal per mole) = 180.2
- SMILES = CO.CO.CO.CO.CO.CO.CO.CO.CO.CO.CO.CO
- energy (eV) = -37784.698
- LUMO level (hartree) = 0.0109
- charge = 0

=====

4.
Below is C34H59As2Ge2IO3PdSi3 as an isolated structure, with properties calculated with the ωB97M-V functional and the def2-TZVPD basis.

Last column: Löwdin charge in e.
Element x y z (Å)
I -6.466 -0.113 3.662  0.886
Pd -0.206 -0.737 0.476  0.411
As 1.964 -1.270 -0.278  0.929
As -2.875 -0.369 -2.339  1.007
Ge 1.506 2.640 1.744  0.780
Ge -0.131 1.797 -0.085  0.911
Si 2.252 -1.519 -2.628  0.327
Si -0.662 -3.074 0.832  0.521
Si 3.695 -2.414 0.948  0.349
O 0.521 -0.308 2.408  -0.252
O -1.862 -0.327 -1.022  -0.629
O 0.485 -0.832 4.543  0.066
C 3.228 -2.399 2.757  -0.191
C 1.600 4.466 0.992  -0.229
C 0.715 -0.784 -3.428  -0.215
C 1.923 2.243 -2.050  -0.166
C -1.614 -0.498 3.501  -0.128
C -3.321 3.666 2.004  -0.067
C 2.020 3.932 -3.744  -0.067
C -2.111 3.086 1.660  -0.126
C 3.963 -4.153 0.289  -0.199
C -3.676 -0.548 4.756  -0.126
C 0.086 3.751 -2.328  -0.116
C -2.298 -0.649 4.708  0.003
C 0.759 4.372 -3.367  -0.070
C -2.814 2.941 -0.608  -0.153
C -0.103 -0.579 3.507  -0.650
C -3.738 -0.146 2.379  -0.150
C -4.027 3.524 -0.277  -0.092
C -2.358 -0.245 2.357  -0.079
C -2.310 0.886 -3.686  -0.184
C 1.027 2.844 3.628  -0.208
C 0.654 2.671 -1.652  -0.379
C 3.220 1.702 1.550  -0.240
C -0.252 -3.564 2.594  -0.169
C 5.228 -1.375 0.570  -0.210
C -4.394 -0.293 3.592  -0.731
C -2.942 -2.105 -3.163  -0.189
C -4.285 3.887 1.036  -0.073
C 2.506 -3.325 -3.095  -0.199
C -2.518 -3.135 0.503  -0.181
C -4.679 0.029 -1.823  -0.177
C 2.605 2.865 -3.079  -0.085
C 3.795 -0.549 -3.090  -0.195
C 0.151 -4.242 -0.396  -0.224
C -1.823 2.716 0.350  -0.346
H 2.401 1.412 -1.521  0.054
H 1.222 -4.356 -0.236  -0.012
H -2.800 -2.498 -0.333  -0.022
H -3.172 1.402 -4.102  0.050
H -4.283 0.068 1.468  0.092
H -1.787 0.353 -4.478  0.039
H -4.194 -0.663 5.696  0.098
H -2.636 2.666 -1.649  0.069
H -5.230 4.339 1.301  0.108
H 3.053 0.664 1.265  -0.070
H -3.513 -2.784 -2.529  0.040
H 3.561 -3.580 -3.060  0.029
H -3.514 3.937 3.034  0.112
H 0.040 -1.570 -3.765  0.016
H -5.044 -0.783 -1.192  0.048
H 3.616 0.530 -3.082  -0.010
H -0.007 -3.920 -1.425  0.016
H -3.425 -2.027 -4.134  0.050
H 5.009 -0.336 0.325  0.008
H 0.892 1.906 4.148  0.011
H 2.174 -3.449 -4.125  0.040
H 5.883 -1.367 1.438  0.038
H 2.011 4.486 -0.012  0.010
H 4.095 -0.832 -4.099  0.045
H 1.886 3.354 4.060  0.031
H 4.139 -2.434 3.352  0.044
H -1.726 -0.843 5.603  0.126
H 1.004 -0.190 -4.291  0.048
H -0.878 4.138 -2.026  0.093
H 4.630 -0.760 -2.427  0.023
H 2.549 4.426 -4.545  0.108
H 5.785 -1.805 -0.260  0.029
H 0.565 -2.997 3.030  -0.003
H 1.968 -4.041 -2.486  0.002
H 2.242 5.042 1.655  0.024
H -1.392 2.895 2.443  0.066
H 0.308 5.214 -3.876  0.109
H 0.614 4.925 0.986  0.023
H -4.699 0.962 -1.268  0.020
H -1.628 1.606 -3.230  0.016
H -2.777 -4.164 0.260  0.042
H 0.025 -4.617 2.609  0.045
H 4.185 -4.170 -0.774  0.018
H -0.309 -5.222 -0.281  0.046
H -5.300 0.106 -2.713  0.050
H -1.876 -0.061 1.391  0.032
H 0.161 3.479 3.772  0.015
H -4.772 3.703 -1.043  0.107
H -1.114 -3.432 3.241  0.043
H -1.926 -2.484 -3.285  0.026
H 3.731 1.706 2.510  0.031
H 3.149 -4.844 0.485  0.021
H 2.667 -1.514 3.046  0.013
H 3.848 2.192 0.810  0.024
H 4.843 -4.528 0.812  0.045
H -3.096 -2.828 1.370  0.028
H 2.633 -3.269 3.017  0.025
H 3.596 2.533 -3.356  0.099
H 0.174 -0.141 -2.733  -0.022

Properties
- HOMO level (spin up / spin down) (eV) = -9.1551 / -10.6402
- relative energy (zero: lowest compared OMol25 entry of this formula, charge and spin) (kcal per mole) = 0.0
- multiplicity = 4
- energy (eV) = -312276.101
- LUMO level (spin up / spin down) (hartree) = -0.1109 / -0.1804
- charge = +1
- expectation value of S² = 3.762

=====

5.
Below is a 2-piece molecular cluster, C4H9N3O overall, with properties calculated with the ωB97M-V functional and the def2-TZVPD basis.

Last column: Löwdin charge in e.
Element x y z (Å)
O 2.402 -1.179 0.747  0.051
N 0.198 1.309 -0.513  0.124
N 3.275 1.029 0.477  0.147
N 0.662 -0.956 -1.206  0.066
C -0.090 -0.041 -0.403  -0.473
C -1.211 -0.519 0.211  -0.164
C 2.579 0.114 0.610  -0.414
C -2.245 0.347 0.851  -0.133
H -0.263 2.038 0.004  0.099
H -1.894 0.720 1.813  0.069
H -3.168 -0.211 0.991  0.066
H 0.870 1.573 -1.218  0.093
H -2.511 1.203 0.226  0.066
H 0.252 -1.877 -1.294  0.100
H -1.526 -1.528 -0.015  0.084
H 1.461 -1.503 0.661  0.116
H 1.208 -0.520 -1.943  0.102

Properties
- HOMO level (eV) = -7.6989
- relative energy (zero: lowest compared OMol25 entry of this formula, charge and spin) (kcal per mole) = 65.8
- SMILES = CC=C(N)N.N#CO
- energy (eV) = -10809.609
- LUMO level (hartree) = 0.0204
- charge = 0

=====

6.
Below is a 2-piece molecular cluster, C4H12 overall, with properties calculated with the ωB97M-V functional and the def2-TZVPD basis.

Last column: Löwdin charge in e.
Element x y z (Å)
C -0.065 -2.329 0.648  -0.167
C 0.655 1.381 -0.659  -0.171
C 0.666 2.703 0.101  -0.162
C -1.244 -1.706 -0.101  -0.173
H 0.038 1.460 -1.560  0.066
H 1.525 3.308 -0.202  0.060
H 0.242 0.544 -0.103  0.027
H -0.252 3.262 -0.046  0.060
H -1.919 -2.457 -0.516  0.060
H -0.051 -3.403 0.515  0.054
H 0.903 -2.009 0.252  0.058
H -1.945 -1.295 0.637  0.065
H -1.003 -0.938 -0.822  0.037
H 1.633 1.059 -1.015  0.065
H -0.065 -2.118 1.715  0.061
H 0.882 2.540 1.156  0.059

Properties
- HOMO level (eV) = -11.5823
- relative energy (zero: lowest compared OMol25 entry of this formula, charge and spin) (kcal per mole) = 7.9
- SMILES = CC.CC
- energy (eV) = -4342.186
- LUMO level (hartree) = 0.0426
- charge = 0

=====

Number 1: largest force on an atom 0.0634 hartree/bohr. Number 2: largest force on an atom 0.0823 hartree/bohr. Number 3: largest force on an atom 0.0562 hartree/bohr. Number 4: largest force on an atom 0.0260 hartree/bohr. Number 5: largest force on an atom 0.0542 hartree/bohr. Number 6: largest force on an atom 0.0331 hartree/bohr.